DFT (the ωB97M-V functional and the def2-TZVPD basis) results for a cluster of 7 separate species, C64H78BBr2FN2O6 in total.

Each atom is followed by the atoms it is bonded to, with distances in Å.
CARTESIAN COORDINATES (ANGSTROEM)
1 C -6.8853 1.1674 4.5824  C22 1.389, H25 1.083, C121 1.388
2 H -1.1096 8.9496 -3.6642  C35 1.082
3 C -7.7315 3.2808 3.8099  C22 1.388, H44 1.083, C85 1.389
4 H 5.6754 -2.3936 0.8084  C138 1.097
5 H 1.8965 -0.8977 -4.7814  C94 1.084
6 N -1.4475 -0.9309 2.2031  C40 1.368, C111 1.312
7 F -6.0336 0.0632 1.6817  C77 1.370
8 B 0.5148 -4.6238 -1.5178  O33 1.376, O68 1.401, C80 1.609
9 C -1.6596 6.0686 -6.3375  C10 1.389, C51 1.388, H133 1.083
10 C -1.2874 7.0258 -7.2719  C9 1.389, C38 1.389, H104 1.083
11 H 1.9174 -0.2501 -2.3930  C128 1.084
12 H 4.8714 2.2951 7.9983  C112 1.083
13 H -1.2452 7.5388 -1.6413  C154 1.084
14 H 4.9073 -6.8606 -1.7967  C143 1.101
15 H -2.7086 8.2090 0.2361  C54 1.083
16 C 1.9381 3.4104 0.4909  C24 1.389, H78 1.084, C144 1.389
17 C 0.0399 4.4512 1.5400  C24 1.389, C67 1.388, H93 1.083
18 H 1.1203 6.2941 -1.0899  C113 1.084
19 H -0.0170 8.7048 -7.6869  C38 1.083
20 H -6.0980 2.2361 2.8961  C22 1.082
21 C 3.1690 2.4181 4.5348  C53 1.388, C102 1.389, H136 1.083
22 C -6.8347 2.2282 3.6879  C1 1.389, C3 1.388, H20 1.082
23 H 3.1267 0.6429 7.4197  C84 1.083
24 C 0.9630 3.4154 1.4799  C16 1.389, C17 1.389, H132 1.084
25 H -6.1870 0.3446 4.4868  C1 1.083
26 H 3.8841 -8.8342 -0.1294  C97 1.103
27 C 1.1227 2.3847 -5.1018  H60 1.083, C137 1.389, C148 1.389
28 O 0.9538 -0.3140 3.2695  H58 0.968, C76 1.384
29 H -4.3453 -6.7831 -1.1766  C42 1.105
30 H -4.5408 -1.3667 -0.4528  C125 1.108
31 N -1.6055 -2.3623 -0.3322  C114 1.315, C139 1.370
32 H 4.4438 4.0973 4.1381  C53 1.083
33 O 0.5993 -5.5054 -2.5709  B8 1.376, H131 0.965
34 C 2.1212 -1.2274 1.3952  C76 1.372, C106 1.526, C110 1.466
35 C -1.7438 9.2480 -2.8395  H2 1.082, C134 1.388, C154 1.388
36 H 2.0272 0.7316 5.2052  C102 1.082
37 H 5.2670 -8.8498 1.0514  C97 1.103
38 C -0.3084 7.9592 -6.9573  C10 1.389, H19 1.083, C129 1.388
39 H 6.4121 -4.5287 -2.8512  C69 1.106
40 C -0.3392 -1.2921 1.4880  N6 1.368, C76 1.437, C139 1.402
41 C 4.3635 -1.9749 2.5676  C106 1.579, H107 1.101, Br127 1.982, C138 1.544
42 C -5.4396 -6.8602 -1.3126  H29 1.105, C43 1.572, H52 1.105, O141 1.430
43 C -5.7201 -7.5073 -2.7177  C42 1.572, H88 1.099, H98 1.099, H123 1.101
44 H -7.6902 4.1101 3.1148  C3 1.083
45 H -9.4693 2.2031 6.5099  C96 1.083
46 H 2.8896 -4.4385 -0.3824  C70 1.097
47 H 0.4016 6.9576 -3.8005  C86 1.084
48 H -1.3348 5.2901 -4.3641  C51 1.084
49 C 1.4085 1.7967 -2.7869  H74 1.082, C128 1.389, C137 1.388
50 C 3.2652 -2.2476 -0.7316  C70 1.566, H95 1.105, C110 1.532, H120 1.099
51 C -1.0489 6.0414 -5.0908  C9 1.388, H48 1.084, C86 1.388
52 H -5.9273 -7.4792 -0.5375  C42 1.105
53 C 4.1527 3.3429 4.8587  C21 1.388, H32 1.083, C126 1.389
54 C -2.6430 8.8312 -0.6484  H15 1.083, C91 1.388, C154 1.389
55 H 4.4770 -3.8398 0.0554  C70 1.103
56 Br 4.3668 0.5513 0.9706  C106 1.980
57 H 0.9011 3.7654 -3.4718  C137 1.084
58 H 0.6715 -0.9536 3.9391  O28 0.968
59 C 0.7988 -2.2811 -0.4184  C80 1.532, C110 1.383, C139 1.446
60 H 0.9048 3.1260 -5.8613  C27 1.083
61 C -3.8620 -0.8442 2.3650  C77 1.529, H90 1.101, H101 1.104, C111 1.529
62 H 5.1721 -6.4351 1.2780  C145 1.104
63 H 7.4273 -5.7447 -1.0601  C153 1.106
64 H 1.3962 0.7929 -6.5148  C148 1.083
65 H 3.9238 -5.1243 -2.4598  C99 1.100
66 H 5.5255 4.0264 6.3598  C126 1.083
67 C 0.0943 5.4840 0.6141  C17 1.388, C113 1.389, H122 1.084
68 O 0.2960 -5.1501 -0.2381  B8 1.401, H108 0.969
69 C 5.9131 -4.3336 -1.8842  H39 1.106, H87 1.109, C99 1.551, C153 1.564
70 C 3.6848 -3.7560 -0.7076  H46 1.097, C50 1.566, H55 1.103, C99 1.568
71 H 1.5096 -2.7922 -2.4417  C80 1.100
72 H -0.2425 -2.7204 -2.2454  C80 1.111
73 C 3.2892 -8.3376 1.9415  C97 1.572, H100 1.104, H115 1.102, H135 1.101
74 H 1.4107 2.0775 -1.7419  C49 1.082
75 H 2.7558 4.4428 -1.2049  C144 1.084
76 C 0.9423 -0.9498 2.0399  O28 1.384, C34 1.372, C40 1.437
77 C -4.6730 0.1783 1.5684  F7 1.370, C61 1.529, O81 1.193
78 H 2.6551 2.5993 0.4381  C16 1.084
79 H 6.3617 -1.2117 2.0315  C138 1.101
80 C 0.6964 -3.0407 -1.7445  B8 1.609, C59 1.532, H71 1.100, H72 1.111
81 O -4.2302 1.0223 0.8508  C77 1.193
82 H -7.8650 0.3345 6.3004  C121 1.083
83 H 3.6772 -6.3621 0.2703  C145 1.104
84 C 3.4125 1.4025 6.7021  H23 1.083, C102 1.389, C112 1.388
85 C -8.6820 3.2693 4.8223  C3 1.389, H89 1.083, C96 1.388
86 C -0.0729 6.9768 -4.7749  H47 1.084, C51 1.388, C129 1.389
87 H 6.3469 -3.3811 -1.5167  C69 1.109
88 H -4.7558 -7.7728 -3.1732  C43 1.099
89 H -9.3860 4.0874 4.9131  C85 1.083
90 H -4.4456 -1.7444 2.6110  C61 1.101
91 C -3.3789 10.0059 -0.7272  C54 1.388, H116 1.083, C149 1.389
92 C -6.1193 -5.0355 -0.0069  H105 1.110, O141 1.434, H147 1.100, C151 1.562
93 H -0.7224 4.4529 2.3093  C17 1.083
94 C 1.6824 0.1255 -4.4947  H5 1.084, C128 1.389, C148 1.389
95 H 3.0770 -2.0048 -1.7930  C50 1.105
96 C -8.7299 2.2103 5.7185  H45 1.083, C85 1.388, C121 1.389
97 C 4.3259 -8.3537 0.7602  H26 1.103, H37 1.103, C73 1.572, C145 1.564
98 H -6.3612 -8.3839 -2.5494  C43 1.099
99 C 4.3748 -4.2139 -2.0392  H65 1.100, C69 1.551, C70 1.568, H152 1.110
100 H 2.8888 -7.3188 2.0877  C73 1.104
101 H -3.6177 -0.3584 3.3256  C61 1.104
102 C 2.7966 1.4493 5.4575  C21 1.389, H36 1.082, C84 1.389
103 H 1.0556 8.6694 -5.4605  C129 1.083
104 H -1.7605 7.0441 -8.2459  C10 1.083
105 H -6.4752 -5.8046 0.7096  C92 1.110
106 C 3.4273 -0.8074 2.0627  C34 1.526, C41 1.579, Br56 1.980, H109 1.100
107 H 4.5950 -1.7590 3.6226  C41 1.101
108 H 1.1245 -5.0448 0.2526  O68 0.969
109 H 3.1325 -0.2573 2.9687  C106 1.100
110 C 2.0254 -1.9128 0.1033  C34 1.466, C50 1.532, C59 1.383
111 C -2.5842 -1.2583 1.6348  N6 1.312, C61 1.529, C114 1.444
112 C 4.3936 2.3295 7.0269  H12 1.083, C84 1.388, C126 1.389
113 C 1.0743 5.4844 -0.3709  H18 1.084, C67 1.389, C144 1.389
114 C -2.6391 -1.9782 0.3837  N31 1.315, C111 1.444, C125 1.546
115 H 2.4258 -8.9917 1.7397  C73 1.102
116 H -4.0197 10.2994 0.0952  C91 1.083
117 H -3.8769 -2.8300 -1.1574  C125 1.107
118 H 6.2223 -7.6055 -0.8378  C143 1.106
119 H -3.9223 -4.7756 -0.2797  C151 1.100
120 H 4.1541 -1.6637 -0.4550  C50 1.099
121 C -7.8296 1.1599 5.6000  C1 1.388, H82 1.083, C96 1.389
122 H -0.6280 6.2904 0.6602  C67 1.084
123 H -6.2395 -6.7695 -3.3485  C43 1.101
124 O -4.8146 -3.1005 0.6919  C125 1.415, C151 1.434
125 C -4.0342 -2.3160 -0.1900  H30 1.108, C114 1.546, H117 1.107, O124 1.415
126 C 4.7621 3.3015 6.1057  C53 1.389, H66 1.083, C112 1.389
127 Br 3.4176 -3.7147 2.6439  C41 1.982
128 C 1.6913 0.4877 -3.1542  H11 1.084, C49 1.389, C94 1.389
129 C 0.2959 7.9376 -5.7078  C38 1.388, C86 1.389, H103 1.083
130 H -2.4122 11.0457 -3.8021  C134 1.083
131 H 0.4335 -5.0596 -3.4110  O33 0.965
132 H 0.9207 2.6104 2.2044  C24 1.084
133 H -2.4255 5.3428 -6.5811  C9 1.083
134 C -2.4767 10.4248 -2.9170  C35 1.388, H130 1.083, C149 1.389
135 H 3.8185 -8.6463 2.8560  C73 1.101
136 H 2.6929 2.4525 3.5630  C21 1.083
137 C 1.1231 2.7442 -3.7596  C27 1.389, C49 1.388, H57 1.084
138 C 5.7326 -2.0995 1.8638  H4 1.097, C41 1.544, H79 1.101, H140 1.109
139 C -0.4368 -1.9698 0.2645  N31 1.370, C40 1.402, C59 1.446
140 H 6.2640 -2.9245 2.3808  C138 1.109
141 O -6.0319 -5.5587 -1.3390  C42 1.430, C92 1.434
142 H -4.4957 -4.9827 1.4096  C151 1.109
143 C 5.5171 -6.7546 -0.8868  H14 1.101, H118 1.106, C145 1.560, C153 1.567
144 C 1.9944 4.4459 -0.4338  C16 1.389, H75 1.084, C113 1.389
145 C 4.6505 -6.8659 0.4056  H62 1.104, H83 1.104, C97 1.564, C143 1.560
146 H -3.8628 11.7241 -1.9186  C149 1.083
147 H -6.8762 -4.2385 -0.0378  C92 1.100
148 C 1.4001 1.0744 -5.4689  C27 1.389, H64 1.083, C94 1.389
149 C -3.2928 10.8051 -1.8596  C91 1.389, C134 1.389, H146 1.083
150 H 6.3594 -5.0029 0.1267  C153 1.106
151 C -4.7166 -4.5070 0.4323  C92 1.562, H119 1.100, O124 1.434, H142 1.109
152 H 4.2252 -3.4102 -2.7904  C99 1.110
153 C 6.3773 -5.4453 -0.8866  H63 1.106, C69 1.564, C143 1.567, H150 1.106
154 C -1.8231 8.4541 -1.7038  H13 1.084, C35 1.388, C54 1.389

HOMO ... -8.74 eV
F_max ... 0.0453 Eh/bohr
Gap between HOMO and LUMO ... 8.3 eV
E_LUMO ... -0.431 eV
Multiplicity ... 1
Electronic energy ... -226379.0554 eV
SMILES ... CCCCCCCCCc1c([C@H](Br)[C@H](C)Br)c(O)c2nc(CC(=O)F)c(COCCOCC)nc2c1CB(O)O.c1ccccc1.c1ccccc1.c1ccccc1.c1ccccc1.c1ccccc1.c1ccccc1